A 2-piece molecular cluster, C29H26NO overall at a distorted geometry. Source: OMol25; level of theory: wB97M-V/def2-TZVPD.

Summary:
Total charge   +1
Energy relative to the best compared isomer or geometry (same formula, charge and spin)   0.000 eV
E_LUMO   -5.67 eV
Electronic energy   -34025.017 eV
M   404.533 u

Cartesian coordinates (Å):
C -0.882 5.242 -4.229
C -1.224 4.027 -4.829
C -2.248 3.237 -4.299
C -2.913 3.691 -3.158
O -3.861 2.879 -2.512
C -3.388 1.747 -1.850
C -3.321 1.780 -0.450
C -2.707 0.737 0.210
C -2.194 -0.414 -0.472
C -1.556 -1.403 0.333
C -1.063 -2.700 0.002
C -0.671 -3.547 1.093
C -0.203 -4.838 0.889
C -0.112 -5.360 -0.412
C -0.502 -4.567 -1.500
C -0.944 -3.261 -1.308
C -2.429 -0.457 -1.880
C -2.969 0.622 -2.565
C -2.623 4.931 -2.576
C -1.574 5.685 -3.098
H -0.082 5.847 -4.653
H -0.704 3.678 -5.721
H -2.525 2.277 -4.736
H -3.704 2.655 0.075
H -2.640 0.773 1.297
H -1.547 -1.171 1.401
H -0.771 -3.161 2.109
H 0.102 -5.452 1.739
H 0.261 -6.370 -0.578
H -0.447 -4.970 -2.515
H -1.204 -2.668 -2.179
H -2.211 -1.349 -2.455
H -3.067 0.606 -3.653
H -3.192 5.250 -1.703
H -1.311 6.629 -2.622
C 0.920 -1.430 4.789
C 1.524 -0.861 3.571
C 1.015 -0.008 2.587
C 2.095 0.323 1.700
C 3.233 -0.401 2.166
C 4.487 -0.360 1.579
C 4.633 0.462 0.453
C 3.544 1.232 -0.006
C 2.283 1.185 0.609
N 2.842 -1.095 3.300
C 3.711 -1.962 4.072
H -0.100 -1.052 4.894
H 0.878 -2.528 4.748
H 1.477 -1.155 5.699
H 0.011 0.390 2.538
H 5.303 -0.963 1.978
H 5.591 0.500 -0.064
H 3.697 1.877 -0.875
H 1.450 1.809 0.275
H 4.694 -1.980 3.596
H 3.828 -1.604 5.104
H 3.313 -2.985 4.093